A 2-piece molecular cluster, C7H10S overall in a non-equilibrium geometry, computed with wB97M-V/def2-TZVPD.

The geometry in XYZ format:
```
18
Properties=species:S:1:pos:R:3:forces:R:3:nbo_charge:R:1
S -3.756 0.661 -0.246 1.3 -1.5 -1.2 0.04
C -0.181 0.153 -0.025 -1.9 0.6 1.1 0.08
C 2.018 0.506 -0.260 2.2 0.5 -0.3 -0.48
C 1.284 1.838 -0.405 -0.8 -1.8 0.3 -0.21
C -0.023 1.588 -0.212 -1.2 1.8 -0.4 -0.30
C 1.220 -1.980 0.162 -0.8 1.5 0.8 -0.64
C -2.755 -0.262 0.864 0.4 0.4 -0.3 -0.54
C 0.954 -0.510 0.057 0.9 0.4 -0.3 -0.10
H 1.617 2.776 -0.748 0.9 0.8 0.0 0.21
H -2.548 -1.301 0.915 0.0 -1.0 -1.5 0.20
H 2.931 0.520 0.426 -1.4 0.1 -0.2 0.24
H 0.144 -2.285 0.273 1.5 -1.1 0.0 0.23
H 1.695 -2.206 -0.799 -0.1 -0.8 0.4 0.22
H 1.896 -2.137 1.054 -0.9 -0.4 -1.1 0.22
H 2.556 0.194 -1.188 -0.6 0.3 0.1 0.24
H -0.835 2.425 -0.278 1.4 -2.0 0.1 0.23
H -3.278 0.106 -1.491 -0.7 0.7 1.9 0.15
H -2.939 -0.084 1.900 -0.1 1.3 0.6 0.19
```
Positions in Å, forces in eV/Å.

The highest occupied orbital energy (alpha / beta) comes out at -7.8 / -8.3 eV. For the HOMO-LUMO gap (alpha / beta), the calculation gives 7.819 / 8.496 eV. The value obtained for the total energy is -670.68811 a.u. The calculation puts the energy relative to the best compared isomer or geometry (same formula, charge and spin) at 135.2 kcal per mole. The calculation puts the lowest unoccupied orbital energy (alpha / beta) at 0.0 / 0.2 eV. The total charge is 0.

=====

A 2-piece molecular cluster, C3H4NPS overall in a non-equilibrium geometry, computed with wB97M-V/def2-TZVPD.

The geometry in XYZ format:
```
10
Properties=species:S:1:pos:R:3:forces:R:3:nbo_charge:R:1
S -3.666 -0.837 0.130 0.6 -0.1 -0.3 -0.13
P -2.091 0.694 0.274 0.5 -2.6 -1.0 0.56
N 1.686 -0.588 1.810 0.5 0.0 -0.5 -0.32
C 1.709 -0.049 0.792 -0.9 -0.6 1.4 0.28
C -1.864 -0.906 -0.248 -2.0 3.0 1.7 -0.67
C 1.417 0.723 -0.383 -0.8 -0.9 -0.8 -0.72
H -1.318 -1.803 -0.389 0.6 -0.3 -0.4 0.24
H 1.789 1.685 -0.200 0.1 1.7 0.2 0.25
H 2.039 0.372 -1.200 -0.4 -0.3 -0.4 0.25
H 0.298 0.709 -0.586 1.7 0.0 0.0 0.25
```
Positions in Å, forces in eV/Å.

The highest occupied orbital energy (alpha / beta) comes out at -8.0 / -8.0 eV. For the HOMO-LUMO gap (alpha / beta), the calculation gives 7.207 / 7.206 eV. The value obtained for the total energy is -910.90741 a.u. The calculation puts the energy relative to the best compared isomer or geometry (same formula, charge and spin) at 51.0 kcal per mole. The calculation puts the lowest unoccupied orbital energy (alpha / beta) at -0.8 / -0.8 eV. The total charge is 0.

=====

C44H43F3N5SSbV as an isolated structure in a non-equilibrium geometry, computed with wB97M-V/def2-TZVPD.

The geometry in XYZ format:
```
98
Properties=species:S:1:pos:R:3:forces:R:3:lowdin_spin:R:1
Sb -0.375 2.341 -0.125 -0.3 0.5 -0.4 -0.02
V 0.052 -0.373 0.333 -1.2 -0.6 0.3 2.11
S -2.893 -1.455 0.286 0.2 0.3 -0.1 0.00
F 1.231 3.041 -6.083 0.0 0.0 0.0 0.00
F -6.363 3.332 1.120 0.0 0.0 0.0 0.00
F 0.777 8.144 1.659 0.0 0.0 0.0 0.00
N 0.210 -0.359 2.325 0.2 -0.1 1.6 0.01
N 0.511 -5.642 0.544 0.1 0.1 0.0 0.00
N 1.878 -0.399 0.345 0.8 0.3 -0.1 -0.11
N 0.211 -0.646 -1.625 0.2 -0.3 -1.7 0.01
N 0.482 -3.112 0.369 -0.6 0.1 0.0 0.00
C -0.366 -5.251 -0.611 0.0 0.1 0.0 0.00
C 4.223 -0.217 3.315 0.1 0.0 0.0 0.00
C -0.490 2.922 -4.506 -0.1 0.0 0.1 0.00
C -0.316 4.728 1.752 0.1 0.0 0.0 0.00
C -0.060 -3.536 1.679 0.2 -0.2 -0.2 0.00
C 0.577 6.884 1.287 0.0 0.0 0.0 0.00
C -0.396 -1.006 -3.911 -0.1 0.0 -0.1 0.00
C 1.835 2.724 -3.849 0.1 0.0 0.1 0.00
C -0.709 -0.415 3.286 0.2 0.1 -0.2 0.02
C -0.874 2.745 -3.182 0.1 0.0 0.0 0.00
C -0.115 6.041 2.139 -0.1 0.0 0.1 0.00
C -5.090 3.108 0.810 0.0 0.0 0.0 0.00
C 3.321 -0.237 4.332 -0.1 0.0 0.1 -0.02
C -3.869 -2.754 1.079 0.1 0.0 0.1 0.00
C 0.920 -1.109 -4.272 0.1 0.0 -0.1 0.02
C -0.057 -5.079 1.815 0.0 0.1 0.0 0.00
C 1.062 6.464 0.063 0.1 0.0 -0.1 0.00
C 1.439 2.546 -2.529 -0.1 0.0 -0.1 0.00
C 3.816 -0.257 1.959 0.2 0.0 0.0 -0.02
C 0.857 2.900 -4.812 0.0 -0.1 0.0 0.00
C 1.933 -0.983 -3.297 0.0 0.0 0.0 0.00
C -2.461 2.603 0.137 0.0 0.0 0.0 0.00
C -4.551 3.732 -0.302 0.0 0.1 -0.1 0.00
C -0.711 -0.767 -2.572 0.2 0.1 0.2 0.02
C -4.217 -0.507 -0.503 0.1 0.0 0.0 0.00
C 1.870 -3.592 0.251 -0.1 0.0 0.1 0.00
C 1.916 -5.140 0.321 -0.1 0.1 0.0 0.00
C -3.227 3.487 -0.629 0.0 -0.1 0.1 0.00
C 4.221 -0.916 -2.588 0.1 0.0 0.1 0.00
C 1.936 -0.283 4.030 0.1 0.0 0.1 0.00
C 0.859 5.146 -0.321 0.0 0.1 0.1 0.00
C 0.171 4.283 0.524 0.1 -0.3 0.2 -0.01
C 1.538 -0.748 -1.974 -0.2 0.0 0.1 0.01
C 2.492 -0.598 -0.921 -0.2 0.1 0.2 0.01
C -3.029 2.013 1.267 -0.1 0.2 -0.1 0.00
C -0.391 -0.387 4.645 -0.1 0.0 0.1 0.00
C 3.817 -0.680 -1.250 0.2 0.0 0.0 -0.02
C -4.349 2.266 1.618 0.1 -0.1 0.1 0.00
C -0.322 -3.708 -0.726 0.3 -0.2 0.1 0.00
C 3.316 -1.070 -3.592 0.0 0.0 -0.1 -0.02
C 0.084 2.554 -2.185 -0.1 0.0 0.0 0.00
C 2.492 -0.316 1.623 -0.2 0.0 -0.2 0.01
C 1.537 -0.309 2.686 -0.2 -0.1 -0.1 0.01
C 0.926 -0.310 5.015 0.1 0.0 0.1 0.02
H -0.487 6.422 3.082 0.0 0.0 0.0 0.00
H -4.803 1.839 2.504 0.0 0.0 0.0 0.00
H -4.937 -0.204 0.253 0.0 0.0 0.0 0.00
H 2.202 2.423 -1.766 0.0 0.0 0.0 0.00
H 2.284 -3.241 -0.692 0.0 0.0 0.0 0.00
H 0.007 -5.748 -1.503 0.1 0.0 0.0 0.00
H 2.880 2.738 -4.137 -0.1 0.0 0.0 0.00
H 0.557 -3.100 2.462 0.0 0.1 0.0 0.00
H 0.559 -5.422 2.642 0.1 0.0 0.0 0.00
H 2.532 -5.498 1.142 0.0 0.0 0.1 0.00
H -2.431 1.371 1.902 0.0 -0.1 0.0 0.00
H 5.280 -0.972 -2.804 0.0 0.0 0.0 0.00
H -1.216 3.091 -5.292 0.0 0.0 0.0 0.00
H -0.869 4.066 2.410 0.0 0.0 0.0 0.00
H 1.197 -1.278 -5.307 0.0 0.0 0.1 0.00
H -1.744 -0.668 -2.260 0.0 0.0 0.0 0.00
H 2.281 -5.585 -0.601 0.0 -0.1 0.0 0.00
H -1.325 -3.296 -0.698 -0.1 0.0 0.0 0.00
H -2.794 4.011 -1.471 0.0 0.0 0.0 0.00
H -1.929 2.767 -2.937 0.0 0.0 -0.1 0.00
H -4.694 -1.121 -1.263 0.0 0.0 0.0 0.00
H -1.740 -0.490 2.963 0.0 0.0 0.0 0.00
H 0.538 -6.658 0.613 0.0 -0.1 0.0 0.00
H -1.190 -1.086 -4.641 0.0 0.0 0.0 0.00
H -1.184 -0.415 5.380 0.0 0.0 0.0 0.00
H 3.635 -1.251 -4.611 0.0 0.0 0.0 0.00
H -3.197 -3.483 1.531 0.0 0.0 0.0 0.00
H -4.480 -3.245 0.324 0.0 0.0 0.0 0.00
H -3.783 0.386 -0.954 0.0 0.0 0.0 0.00
H 5.282 -0.174 3.536 0.0 0.0 0.0 0.00
H -1.068 -3.142 1.788 0.0 0.0 0.0 0.00
H 1.582 7.166 -0.575 0.0 0.0 0.0 0.00
H 1.231 4.820 -1.281 0.0 0.0 0.0 0.00
H 4.591 -0.219 1.214 0.0 0.0 0.1 0.00
H 4.595 -0.562 -0.517 0.0 0.0 0.0 0.00
H -1.367 -5.623 -0.410 0.0 -0.1 0.1 0.00
H -1.055 -5.489 1.943 0.0 -0.1 0.0 0.00
H -5.161 4.418 -0.879 0.0 -0.1 0.0 0.00
H 2.459 -3.156 1.056 0.0 0.0 0.0 0.00
H 3.641 -0.211 5.367 0.0 0.0 -0.1 0.00
H -4.502 -2.323 1.851 0.0 0.0 0.0 0.00
H 1.207 -0.272 6.062 0.0 0.0 -0.1 0.00
H 0.134 -3.422 -1.673 0.0 0.1 0.0 0.00
```
Positions in Å, forces in eV/Å.

The highest occupied orbital energy (alpha / beta) comes out at -15.2 / -15.2 eV. For the HOMO-LUMO gap (alpha / beta), the calculation gives 6.239 / 6.975 eV. The value obtained for the total energy is -3857.45367 a.u. As for the spin multiplicity: 3. The calculation puts the lowest unoccupied orbital energy (alpha / beta) at -8.9 / -8.2 eV. The total charge is +3.

=====

An isolated molecule of C5H8O2, computed with wB97M-V/def2-TZVPD.

The geometry in XYZ format:
```
15
Properties=species:S:1:pos:R:3:forces:R:3:nbo_charge:R:1
O 1.214 -0.063 0.680 -0.1 -0.1 0.0 -0.51
O 2.164 -0.209 -1.397 -0.2 -0.1 0.7 -0.56
C -1.137 -0.612 0.970 -0.1 0.0 0.2 -0.43
C 2.130 -0.460 -0.223 0.0 0.0 -0.3 0.66
C -0.750 -1.004 -0.435 -0.1 -0.1 -0.2 -0.43
C -0.404 1.586 -0.228 0.0 0.1 0.0 -0.62
C -0.113 0.179 0.218 -0.3 0.1 -0.2 0.23
H 0.235 1.862 -1.071 0.0 0.0 0.1 0.23
H -0.239 2.290 0.593 0.0 -0.1 -0.1 0.22
H -0.137 -1.894 -0.540 -0.1 0.1 0.0 0.22
H 2.830 -1.114 0.312 0.4 0.2 -0.2 0.12
H -1.447 -0.841 -1.251 0.1 0.0 0.1 0.22
H -1.449 1.683 -0.543 0.2 -0.1 0.1 0.22
H -0.786 -1.246 1.777 0.0 0.1 -0.1 0.23
H -2.110 -0.156 1.138 0.2 0.0 -0.1 0.22
```
Positions in Å, forces in eV/Å.

The highest occupied orbital energy comes out at -10.3 eV. For the HOMO-LUMO gap, the calculation gives 11.309 eV. The value obtained for the total energy is -345.76477 a.u. The calculation puts the energy relative to the best compared isomer or geometry (same formula, charge and spin) at 25.2 kcal per mole. Its structure (SMILES) is CC1(OC=O)CC1. The calculation puts the lowest unoccupied orbital energy at 1.0 eV. The total charge is 0.

=====

An isolated ion of composition C3H7NO2P and charge +1 in a non-equilibrium geometry, computed with wB97M-V/def2-TZVPD.

The geometry in XYZ format:
```
14
Properties=species:S:1:pos:R:3:forces:R:3:nbo_charge:R:1
P 1.019 0.195 1.600 -0.7 -1.4 2.1 0.91
O -0.630 0.309 1.367 0.3 -0.3 -0.1 -0.76
O 1.341 0.718 -1.785 -1.6 -0.9 1.1 -0.14
N 0.585 0.078 -1.110 3.6 -0.9 -0.2 0.23
C -1.078 0.964 0.240 -2.1 2.0 -1.2 -0.05
C 1.263 -1.283 0.482 2.6 4.4 -2.0 -0.31
C -0.791 0.091 -1.188 -1.4 -0.7 3.2 -0.34
H -2.273 1.164 0.353 3.0 -0.7 -0.5 0.27
H -0.564 2.001 0.097 -0.8 -1.7 0.1 0.21
H 0.505 -1.883 0.211 -2.7 -2.5 -0.4 0.18
H 0.789 -0.582 2.913 0.7 0.9 -1.8 0.03
H -1.177 0.598 -2.011 -0.7 0.8 -1.4 0.26
H -1.166 -0.964 -1.020 0.3 1.3 -0.3 0.26
H 2.176 -1.408 -0.150 -0.4 -0.2 1.2 0.25
```
Positions in Å, forces in eV/Å.

The highest occupied orbital energy (alpha / beta) comes out at -14.5 / -14.5 eV. For the HOMO-LUMO gap (alpha / beta), the calculation gives 8.292 / 8.292 eV. The value obtained for the total energy is -664.62126 a.u. The calculation puts the energy relative to the best compared isomer or geometry (same formula, charge and spin) at 130.2 kcal per mole. The calculation puts the lowest unoccupied orbital energy (alpha / beta) at -6.2 / -6.2 eV. The total charge is +1.

=====

An isolated ion of composition C5H3O4 and charge -1 in a non-equilibrium geometry, computed with wB97M-V/def2-TZVPD.

The geometry in XYZ format:
```
12
Properties=species:S:1:pos:R:3:forces:R:3:nbo_charge:R:1
O -1.869 0.757 -2.642 0.6 0.4 -0.5 -0.67
O 1.022 -1.215 2.514 0.3 0.4 -0.1 -0.59
O -0.979 -1.971 1.893 1.7 0.6 0.7 -0.69
O -2.965 -0.779 -1.375 -0.1 -0.1 -0.4 -0.71
C -2.067 -0.070 -1.798 0.0 -1.1 2.2 0.87
C 0.512 0.703 -0.456 1.6 -3.4 -0.9 -0.45
C 0.126 -1.132 1.716 -0.7 -1.0 1.5 0.74
C -0.681 -0.225 -0.604 0.6 1.2 1.0 -0.04
C -0.026 -0.264 0.590 -0.6 0.1 -3.7 -0.28
H -1.360 -1.943 1.037 -1.5 -0.1 -1.4 0.49
H 0.315 1.677 -0.263 -0.5 3.1 0.4 0.17
H 1.427 0.551 -1.168 -1.5 0.0 1.5 0.16
```
Positions in Å, forces in eV/Å.

The highest occupied orbital energy comes out at -5.1 eV. For the HOMO-LUMO gap, the calculation gives 8.888 eV. The value obtained for the total energy is -493.26963 a.u. The calculation puts the energy relative to the best compared isomer or geometry (same formula, charge and spin) at 7.8 kcal per mole. Its structure (SMILES) is O=C([O-])C1=C(C(=O)O)C1. The calculation puts the lowest unoccupied orbital energy at 3.8 eV. The total charge is -1.